Version A
The ion C5H12NO with charge +1. Source: the Open Molecules 2025 dataset; level of theory: the ωB97M-V functional and the def2-TZVPD basis.

Calculated values
charge = +1
orbital gap = 10.26 eV
LUMO energy = -0.123 hartree
SMILES = C=CC[C@H]([NH3+])CO

Positions of all 19 atoms, in Å:
C -0.65 -0.85 -1.06
O -0.17 -0.57 -2.38
C -0.14 0.32 -0.21
C -0.40 0.25 1.30
C 0.70 -0.41 2.11
C 1.96 -0.54 1.67
N -0.95 1.53 -0.81
H -0.56 -1.78 -0.50
H -1.73 -0.75 -1.25
H 0.39 -1.27 -2.75
H 0.85 0.68 -0.46
H -0.52 1.25 1.68
H -1.29 -0.36 1.52
H 0.56 -0.18 3.17
H 1.99 -0.77 0.61
H 2.84 -0.83 2.22
H -0.78 1.44 -1.81
H -0.65 2.43 -0.44
H -1.95 1.42 -0.69

And the Löwdin charges, in e, turn out to be: atom 1 (C): -0.169, atom 2 (O): -0.048, atom 3 (C): -0.245, atom 4 (C): -0.163, atom 5 (C): -0.149, atom 6 (C): 0.037, atom 7 (N): 0.217, atom 8 (H): 0.145, atom 9 (H): 0.133, atom 10 (H): 0.114, atom 11 (H): 0.149, atom 12 (H): 0.120, atom 13 (H): 0.133, atom 14 (H): 0.108, atom 15 (H): 0.056, atom 16 (H): 0.072, atom 17 (H): 0.154, atom 18 (H): 0.170, atom 19 (H): 0.168



Version B
A cluster of 2 separate species, C5H12NO in total. Source: the Open Molecules 2025 dataset; level of theory: the ωB97M-V functional and the def2-TZVPD basis.

Calculated values
charge = +1
orbital gap (alpha / beta) = 6.82 / 10.01 eV
LUMO energy (alpha / beta) = -0.315 / -0.216 hartree

Positions of all 19 atoms, in Å:
C -1.89 0.10 -0.09
C -1.09 -1.15 0.41
C -1.09 1.34 0.06
C 0.34 -1.20 -0.10
C 0.39 1.06 -0.41
N 3.20 0.36 -0.02
O 0.96 -0.03 0.33
H -2.21 -0.20 -1.15
H -2.75 0.30 0.45
H -1.02 -1.24 1.46
H -1.70 -2.08 0.09
H -1.46 2.12 -0.68
H -1.08 1.53 1.21
H 0.70 -2.15 0.29
H 0.47 -1.31 -1.19
H 0.56 0.92 -1.46
H 1.08 1.86 -0.05
H 3.57 -0.60 -0.17
H 3.02 0.37 1.01

And the Löwdin charges, in e, turn out to be: atom 1 (C): -0.194, atom 2 (C): -0.118, atom 3 (C): -0.118, atom 4 (C): -0.176, atom 5 (C): -0.132, atom 6 (N): 0.241, atom 7 (O): -0.050, atom 8 (H): 0.152, atom 9 (H): 0.097, atom 10 (H): 0.109, atom 11 (H): 0.168, atom 12 (H): 0.159, atom 13 (H): 0.171, atom 14 (H): 0.147, atom 15 (H): 0.157, atom 16 (H): 0.137, atom 17 (H): 0.141, atom 18 (H): 0.050, atom 19 (H): 0.058



Relative energies, kcal/mol: version A 0.0; version B 93.7.



Version A
A cluster of 2 separate species, C2H5NO in total. Source: the Open Molecules 2025 dataset; level of theory: the ωB97M-V functional and the def2-TZVPD basis.

Calculated values
orbital gap = 10.71 eV
LUMO energy = 0.039 hartree
SMILES = C#C.NO

Positions of all 9 atoms, in Å:
C 0.86 -1.66 -0.53
C 1.15 -2.14 0.54
H 0.54 -1.09 -1.36
H 1.21 -2.83 1.34
H 0.56 2.11 0.45
H -1.82 0.84 0.27
H -1.13 1.55 -1.10
N -0.94 1.05 -0.20
O -0.44 2.15 0.59

And the Löwdin charges, in e, turn out to be: atom 1 (C): -0.023, atom 2 (C): -0.011, atom 3 (H): 0.001, atom 4 (H): 0.001, atom 5 (H): 0.103, atom 6 (H): 0.075, atom 7 (H): 0.089, atom 8 (N): -0.054, atom 9 (O): -0.181



Version B
A cluster of 2 separate species, C2H5NO in total. Source: the Open Molecules 2025 dataset; level of theory: the ωB97M-V functional and the def2-TZVPD basis.

Calculated values
orbital gap = 11.18 eV
LUMO energy = 0.027 hartree
SMILES = CN=C=O.[H][H]

Positions of all 9 atoms, in Å:
C -1.19 -0.28 -0.06
C 0.41 1.58 0.23
O 0.89 2.64 0.39
N 0.04 0.44 0.06
H -1.80 -0.16 0.84
H -0.97 -1.34 -0.20
H -1.77 0.07 -0.92
H 2.53 -1.62 -0.22
H 1.85 -1.32 -0.11

And the Löwdin charges, in e, turn out to be: atom 1 (C): -0.101, atom 2 (C): -0.329, atom 3 (O): 0.138, atom 4 (N): 0.035, atom 5 (H): 0.084, atom 6 (H): 0.069, atom 7 (H): 0.084, atom 8 (H): 0.025, atom 9 (H): -0.004



Relative energies, kcal/mol: version A 74.9; version B 0.0.



Version A
The ion C5H13N2 with charge +2. Source: the Open Molecules 2025 dataset; level of theory: the ωB97M-V functional and the def2-TZVPD basis.

Calculated values
2S+1 = 2
charge = +2
orbital gap (alpha / beta) = 9.65 / 6.26 eV
LUMO energy (alpha / beta) = -0.316 / -0.439 hartree

Positions of all 20 atoms, in Å:
C -0.60 -0.05 -2.26
C -1.12 0.10 -0.82
C -0.34 1.07 0.13
C 1.00 0.50 0.62
C 1.01 -0.71 1.23
N 2.11 -0.90 2.27
N -2.46 0.61 -0.67
H -0.70 0.87 -2.86
H -1.23 -0.75 -2.78
H 0.47 -0.25 -2.28
H -0.91 -0.89 -0.41
H -0.90 1.20 1.06
H -0.22 2.08 -0.27
H 1.90 1.05 0.36
H 0.83 -1.64 0.72
H 3.07 -0.75 1.94
H 2.09 -1.92 2.44
H 2.00 -0.52 3.22
H -3.07 -0.02 -0.13
H -2.93 0.92 -1.52

And the Löwdin charges, in e, turn out to be: atom 1 (C): 0.000, atom 2 (C): -0.352, atom 3 (C): -0.092, atom 4 (C): -0.003, atom 5 (C): -0.041, atom 6 (N): 0.202, atom 7 (N): 0.353, atom 8 (H): 0.106, atom 9 (H): 0.101, atom 10 (H): 0.107, atom 11 (H): 0.142, atom 12 (H): 0.133, atom 13 (H): 0.141, atom 14 (H): 0.151, atom 15 (H): 0.143, atom 16 (H): 0.185, atom 17 (H): 0.175, atom 18 (H): 0.184, atom 19 (H): 0.181, atom 20 (H): 0.182



Version B
The ion C5H13N2 with charge +2. Source: the Open Molecules 2025 dataset; level of theory: the ωB97M-V functional and the def2-TZVPD basis.

Calculated values
2S+1 = 2
charge = +2
orbital gap (alpha / beta) = 10.16 / 9.99 eV
LUMO energy (alpha / beta) = -0.286 / -0.377 hartree

Positions of all 20 atoms, in Å:
C 0.74 0.77 2.15
C 0.99 -0.40 1.19
C 0.04 -0.81 0.11
C -0.16 -0.04 -1.07
N -0.32 -0.55 -2.24
C -0.54 0.15 -3.51
N -0.59 0.60 2.89
H 0.60 1.71 1.62
H 1.52 0.91 2.89
H 1.24 -1.27 1.81
H 1.95 -0.16 0.71
H -0.31 -1.83 0.07
H -0.42 1.02 -1.01
H 0.05 -1.50 -2.36
H -0.98 -0.54 -4.23
H 0.44 0.44 -3.89
H -1.15 1.04 -3.38
H -1.30 0.20 2.26
H -0.50 -0.11 3.63
H -1.03 1.43 3.30

And the Löwdin charges, in e, turn out to be: atom 1 (C): -0.095, atom 2 (C): -0.153, atom 3 (C): 0.041, atom 4 (C): -0.037, atom 5 (N): 0.058, atom 6 (C): 0.025, atom 7 (N): 0.207, atom 8 (H): 0.137, atom 9 (H): 0.147, atom 10 (H): 0.138, atom 11 (H): 0.154, atom 12 (H): 0.137, atom 13 (H): 0.166, atom 14 (H): 0.191, atom 15 (H): 0.117, atom 16 (H): 0.122, atom 17 (H): 0.112, atom 18 (H): 0.164, atom 19 (H): 0.184, atom 20 (H): 0.186



Relative energies, kcal/mol: version A 68.4; version B 0.0.



Version A
An isolated molecule of C5H6S3. Source: the Open Molecules 2025 dataset; level of theory: the ωB97M-V functional and the def2-TZVPD basis.

Calculated values
orbital gap = 7.13 eV
LUMO energy = -0.064 hartree
SMILES = C/C=C/C(=S)C(=S)S

Positions of all 14 atoms, in Å:
C 2.26 1.28 -0.84
C 0.96 0.43 -0.87
C -0.26 0.49 -0.15
C -1.19 -0.66 -0.03
C -2.01 -0.61 1.20
H 2.59 1.76 -1.81
H 3.19 0.72 -0.29
H 1.98 2.21 -0.40
H 1.12 -0.67 -1.32
H -0.55 1.35 0.65
H -1.74 -2.96 1.19
S -1.14 -1.86 -1.13
S -2.14 -2.08 2.33
S -3.07 0.61 1.47

And the Löwdin charges, in e, turn out to be: atom 1 (C): -0.111, atom 2 (C): -0.127, atom 3 (C): -0.173, atom 4 (C): -0.889, atom 5 (C): -1.175, atom 6 (H): 0.076, atom 7 (H): 0.138, atom 8 (H): 0.032, atom 9 (H): 0.094, atom 10 (H): 0.127, atom 11 (H): -0.077, atom 12 (S): 0.753, atom 13 (S): 0.639, atom 14 (S): 0.693



Version B
An isolated molecule of C5H6S3. Source: the Open Molecules 2025 dataset; level of theory: the ωB97M-V functional and the def2-TZVPD basis.

Calculated values
orbital gap = 8.52 eV
LUMO energy = 0.002 hartree

Positions of all 14 atoms, in Å:
C -0.81 0.12 0.67
C 0.59 -0.54 1.01
C 1.44 -0.39 -0.36
C -0.53 0.42 -0.78
C 0.98 0.80 -0.95
H -3.17 -0.16 0.19
H -1.05 1.00 1.23
H 0.55 -1.53 1.45
H 1.13 -0.07 1.80
H 2.43 -0.76 -0.49
H -1.13 1.05 -1.35
S -2.17 -0.92 1.04
S 0.07 -1.01 -1.58
S 1.68 1.98 -1.89

And the Löwdin charges, in e, turn out to be: atom 1 (C): -0.747, atom 2 (C): -0.163, atom 3 (C): -0.356, atom 4 (C): -0.596, atom 5 (C): -0.948, atom 6 (H): -0.014, atom 7 (H): 0.084, atom 8 (H): 0.095, atom 9 (H): 0.096, atom 10 (H): 0.114, atom 11 (H): 0.087, atom 12 (S): 0.723, atom 13 (S): 0.995, atom 14 (S): 0.630



Relative energies, kcal/mol: version A 20.9; version B 0.0.



Version A
A cluster of 2 separate species, C3H10N3O in total. Source: the Open Molecules 2025 dataset; level of theory: the ωB97M-V functional and the def2-TZVPD basis.

Calculated values
charge = +1
orbital gap = 5.13 eV
LUMO energy = -0.271 hartree

Positions of all 17 atoms, in Å:
N -0.78 0.03 1.51
C -0.34 1.22 0.52
N -0.90 2.36 1.10
N 1.01 1.73 -0.11
H -0.25 -0.67 0.98
H -0.18 0.35 2.28
H -1.81 2.02 1.41
H -0.29 2.71 1.82
H 0.60 2.56 -0.53
H 1.39 2.00 0.81
C 0.43 -1.07 -1.77
C 0.21 -2.34 -1.48
O -0.41 -2.88 -0.40
H 1.10 -0.70 -2.54
H 0.04 -0.32 -1.08
H 0.59 -3.13 -2.12
H -0.42 -3.85 -0.40

And the Löwdin charges, in e, turn out to be: atom 1 (N): 0.173, atom 2 (C): -0.101, atom 3 (N): 0.145, atom 4 (N): 0.125, atom 5 (H): 0.056, atom 6 (H): 0.105, atom 7 (H): 0.121, atom 8 (H): 0.145, atom 9 (H): 0.084, atom 10 (H): 0.098, atom 11 (C): 0.011, atom 12 (C): -0.268, atom 13 (O): 0.000, atom 14 (H): 0.071, atom 15 (H): -0.008, atom 16 (H): 0.122, atom 17 (H): 0.120



Version B
A structure of composition C3H10N3O. Source: the Open Molecules 2025 dataset; level of theory: the ωB97M-V functional and the def2-TZVPD basis.

Calculated values
charge = +1
orbital gap = 11.21 eV
LUMO energy = -0.111 hartree

Positions of all 17 atoms, in Å:
C 0.34 0.39 0.01
C -1.35 -0.19 2.33
C -2.33 0.58 2.13
N 1.45 0.19 -0.59
N 1.40 0.11 -3.48
N -0.98 -1.37 2.72
O 0.13 0.06 1.17
H -0.52 0.80 -0.59
H -3.24 0.39 2.72
H -2.34 1.55 1.52
H 1.52 0.28 -1.61
H 2.34 0.28 -0.12
H 1.02 0.91 -4.01
H 1.19 -0.76 -4.02
H 2.42 0.11 -3.48
H -0.75 -1.94 1.92
H -0.30 -1.38 3.39

And the Löwdin charges, in e, turn out to be: atom 1 (C): -0.314, atom 2 (C): -0.193, atom 3 (C): 0.114, atom 4 (N): 0.185, atom 5 (N): -0.003, atom 6 (N): 0.195, atom 7 (O): 0.001, atom 8 (H): 0.169, atom 9 (H): 0.121, atom 10 (H): 0.136, atom 11 (H): 0.047, atom 12 (H): 0.142, atom 13 (H): 0.059, atom 14 (H): 0.060, atom 15 (H): 0.038, atom 16 (H): 0.145, atom 17 (H): 0.100



Relative energies, kcal/mol: version A 88.4; version B 0.0.



Version A
An isolated molecule of C3H9OP. Source: the Open Molecules 2025 dataset; level of theory: the ωB97M-V functional and the def2-TZVPD basis.

Calculated values
orbital gap = 10.12 eV
LUMO energy = 0.027 hartree
SMILES = CP(C)(C)=O

Positions of all 14 atoms, in Å:
C -0.05 1.38 -1.10
C -0.79 0.16 1.51
C 0.44 -1.50 -0.51
O 2.00 0.34 0.78
P 0.53 0.15 0.18
H -0.89 1.79 -0.74
H 0.65 2.18 -1.26
H -0.19 0.69 -1.99
H -1.76 -0.21 1.06
H -0.63 -0.68 2.24
H -0.85 1.18 1.88
H -0.55 -1.99 -0.54
H 0.93 -1.35 -1.53
H 1.17 -2.15 0.02

And the Löwdin charges, in e, turn out to be: atom 1 (C): -0.151, atom 2 (C): -0.200, atom 3 (C): -0.224, atom 4 (O): -0.465, atom 5 (P): 0.613, atom 6 (H): -0.020, atom 7 (H): 0.050, atom 8 (H): 0.067, atom 9 (H): 0.052, atom 10 (H): 0.064, atom 11 (H): 0.034, atom 12 (H): 0.052, atom 13 (H): 0.068, atom 14 (H): 0.060



Version B
A cluster of 2 separate species, C3H9OP in total. Source: the Open Molecules 2025 dataset; level of theory: the ωB97M-V functional and the def2-TZVPD basis.

Calculated values
orbital gap (alpha / beta) = 8.14 / 8.14 eV
LUMO energy (alpha / beta) = 0.017 / 0.026 hartree

Positions of all 14 atoms, in Å:
C 1.26 0.70 -1.32
C 0.20 1.15 -0.42
C -0.91 -0.72 1.24
O 0.20 -0.97 2.13
P -1.49 -2.21 0.42
H 2.17 0.58 -0.72
H 1.47 1.31 -2.23
H 1.08 -0.32 -1.87
H 0.42 1.85 0.32
H -0.84 0.77 -0.53
H -1.74 -0.23 1.79
H -0.02 -0.54 3.00
H -0.37 -2.52 -0.29
H -2.35 -1.63 -0.73

And the Löwdin charges, in e, turn out to be: atom 1 (C): -0.208, atom 2 (C): -0.075, atom 3 (C): -0.554, atom 4 (O): -0.171, atom 5 (P): 0.768, atom 6 (H): 0.062, atom 7 (H): 0.074, atom 8 (H): 0.094, atom 9 (H): 0.025, atom 10 (H): 0.026, atom 11 (H): 0.059, atom 12 (H): 0.103, atom 13 (H): -0.145, atom 14 (H): -0.056



Version C
A cluster of 2 separate species, C3H9OP in total. Source: the Open Molecules 2025 dataset; level of theory: the ωB97M-V functional and the def2-TZVPD basis.

Calculated values
orbital gap = 9.20 eV
LUMO energy = 0.007 hartree

Positions of all 14 atoms, in Å:
C -0.66 -1.02 1.08
C -0.36 1.52 -0.09
C -0.05 0.09 0.23
O -0.41 -0.57 -1.70
P 1.54 -0.62 -0.40
H -1.73 -0.94 1.46
H -0.01 -1.21 1.96
H -0.68 -1.92 0.46
H -1.47 1.63 -0.33
H 0.40 1.85 -0.98
H -0.29 2.13 0.86
H -0.75 -1.47 -1.67
H 2.39 0.11 0.38
H 2.07 0.42 -1.25

And the Löwdin charges, in e, turn out to be: atom 1 (C): -0.143, atom 2 (C): -0.130, atom 3 (C): -0.507, atom 4 (O): -0.344, atom 5 (P): 0.802, atom 6 (H): 0.099, atom 7 (H): 0.084, atom 8 (H): 0.057, atom 9 (H): 0.097, atom 10 (H): 0.119, atom 11 (H): 0.095, atom 12 (H): -0.011, atom 13 (H): -0.147, atom 14 (H): -0.070



Relative energies, kcal/mol: version A 0.0; version B 123.8; version C 96.0.